# 1
{
  "formula": "C5H12F3O7STl",
  "method": "ωB97M-V with the def2-TZVPD basis set",
  "max_force_ha_per_bohr": 0.144,
  "energy_ha": -1594.2375,
  "symbols": ["Tl", "C", "F", "F", "F", "S", "O", "O", "O", "O", "C", "C", "O", "H", "H", "H", "H", "C", "O", "H", "H", "H", "H", "C", "O", "H", "H", "H", "H"],
  "coordinates": [[21.271, -11.931, 9.170], [26.678, -5.476, 9.749], [26.443, -4.983, 8.550], [27.512, -4.817, 10.521], [25.548, -5.564, 10.460], [27.320, -7.325, 9.559], [28.231, -7.241, 8.434], [28.039, -7.540, 10.851], [26.206, -8.206, 9.282], [21.345, -19.270, 4.133], [21.631, -19.007, 5.497], [22.043, -17.510, 5.743], [21.168, -16.454, 5.292], [22.342, -19.706, 5.937], [20.708, -19.292, 6.002], [23.044, -17.395, 5.326], [22.148, -17.284, 6.805], [15.216, -11.218, 6.343], [16.036, -12.115, 7.114], [15.321, -11.208, 5.258], [14.152, -11.283, 6.570], [15.667, -10.242, 6.519], [15.582, -12.959, 7.058], [19.234, -5.791, 10.585], [19.042, -6.871, 9.577], [19.693, -6.062, 11.535], [19.812, -5.043, 10.043], [18.251, -5.344, 10.730], [18.691, -6.400, 8.818]],
  "forces_ev_per_a": [[0.1, 0.2, 0.0], [0.3, -4.5, 0.8], [0.1, 1.2, 0.1], [0.6, 1.3, -0.7], [-1.1, 0.6, -0.1], [2.8, 0.2, 1.4], [-0.1, 0.5, -0.2], [-1.8, 0.4, -1.7], [-1.0, 0.3, 0.5], [1.6, 1.3, 4.4], [-2.4, -4.4, -4.8], [-2.0, 7.1, -0.5], [2.8, -4.3, 1.1], [1.1, 0.6, -0.3], [-0.6, 1.3, 0.5], [-0.1, -0.5, -0.9], [-0.4, -1.1, 0.5], [0.9, 1.1, 0.0], [-0.8, 0.0, -0.9], [0.2, -1.2, -0.3], [0.1, 0.2, 0.3], [-0.6, 0.3, 0.7], [0.2, -0.3, 0.1], [-0.7, 0.2, -2.1], [0.4, 0.3, 1.6], [0.0, -0.6, -0.5], [0.4, 0.2, 0.6], [0.0, 0.0, 0.5], [0.0, -0.1, -0.1]]
}

# 2
{
  "formula": "C29H67BBr2N4O6PS3",
  "method": "ωB97M-V with the def2-TZVPD basis set",
  "max_force_ha_per_bohr": 0.101,
  "energy_ha": -8523.6543,
  "charge": 1,
  "symbols": ["C", "C", "C", "N", "C", "N", "C", "C", "C", "C", "C", "C", "B", "C", "O", "N", "P", "C", "C", "C", "C", "C", "C", "C", "C", "C", "O", "N", "O", "C", "Br", "C", "C", "Br", "H", "H", "H", "H", "H", "H", "H", "H", "H", "H", "H", "H", "H", "H", "H", "H", "H", "H", "H", "H", "H", "H", "H", "H", "H", "H", "H", "H", "H", "H", "H", "H", "H", "H", "H", "H", "H", "H", "H", "H", "H", "H", "H", "H", "H", "H", "H", "H", "H", "C", "S", "O", "C", "H", "H", "H", "H", "H", "H", "C", "S", "O", "C", "H", "H", "H", "H", "H", "H", "C", "S", "O", "C", "H", "H", "H", "H", "H", "H"],
  "coordinates": [[3.795, 1.674, -1.131], [2.323, 2.388, -1.187], [1.113, 1.382, -1.760], [0.016, 1.082, -0.835], [0.294, 0.413, 0.441], [1.707, 0.015, 0.789], [-0.632, -0.886, 0.867], [-1.130, -0.935, 2.404], [-1.774, 0.370, 3.106], [-1.021, 0.841, 4.524], [-0.924, -0.360, 5.636], [0.408, 1.581, 4.183], [0.201, -2.355, 0.746], [1.120, -2.832, -0.531], [0.083, -3.418, 1.809], [-1.648, -1.090, -0.228], [-2.494, -2.683, -0.178], [-2.720, -3.170, -2.059], [-4.252, -2.680, 0.479], [-4.366, -2.961, 2.126], [-2.478, 0.105, -0.662], [-3.608, 0.677, 0.313], [-5.116, 0.951, -0.199], [-5.600, 2.554, -0.156], [-5.608, 0.419, -1.647], [-1.392, 1.213, -1.304], [-1.378, 0.755, -2.740], [-2.456, 1.140, -3.418], [-2.141, 1.032, -4.609], [-1.831, 2.772, -1.180], [-1.094, 3.998, -2.643], [-1.493, 3.588, 0.181], [-0.337, 4.763, 0.078], [-3.072, 4.703, 0.874], [4.627, 2.505, -1.213], [3.901, 1.235, -0.026], [3.915, 0.794, -1.895], [1.967, 2.666, -0.082], [2.307, 3.407, -1.794], [1.688, 0.360, -1.995], [0.889, 1.854, -2.801], [0.071, 1.234, 1.284], [2.204, 0.792, 1.278], [2.269, -0.356, 0.004], [-0.168, -1.185, 3.070], [-1.856, -1.840, 2.555], [-2.914, 0.130, 3.369], [-1.798, 1.334, 2.445], [-1.735, 1.691, 4.962], [-1.823, -1.125, 5.603], [0.059, -0.975, 5.381], [-0.752, 0.103, 6.717], [0.179, 2.383, 3.330], [0.712, 2.208, 5.127], [1.246, 0.853, 3.811], [0.800, -3.953, -0.787], [0.982, -2.105, -1.453], [2.235, -2.874, -0.182], [0.949, -3.509, 2.305], [-1.047, -1.253, -1.106], [-3.508, -2.466, -2.585], [-3.054, -4.311, -2.164], [-1.689, -2.968, -2.589], [-4.937, -1.773, 0.212], [-4.801, -3.632, 0.008], [-5.365, -3.582, 2.321], [-3.484, -3.732, 2.349], [-4.303, -1.982, 2.761], [-3.082, -0.460, -1.533], [-3.301, 1.670, 0.907], [-3.705, -0.108, 1.213], [-5.859, 0.446, 0.591], [-5.142, 3.191, -1.024], [-5.497, 3.030, 0.910], [-6.772, 2.505, -0.374], [-4.922, 0.674, -2.560], [-6.738, 0.772, -1.798], [-5.675, -0.771, -1.583], [-3.013, 2.839, -1.339], [-1.215, 2.951, 1.120], [0.680, 4.431, -0.374], [-0.753, 5.792, -0.365], [-0.097, 5.038, 1.217], [2.048, -5.993, -3.292], [0.346, -5.528, -3.693], [-0.376, -5.298, -2.398], [-0.149, -7.155, -4.310], [2.549, -5.128, -2.850], [2.051, -6.818, -2.576], [2.572, -6.285, -4.205], [-0.009, -7.909, -3.531], [0.447, -7.409, -5.190], [-1.204, -7.115, -4.589], [4.702, 5.630, -2.597], [6.125, 5.700, -1.481], [5.815, 4.828, -0.300], [5.875, 7.417, -0.970], [4.636, 4.621, -3.012], [3.786, 5.857, -2.049], [4.841, 6.346, -3.410], [4.885, 7.534, -0.522], [5.974, 8.075, -1.836], [6.638, 7.675, -0.231], [4.206, -3.113, 2.349], [4.846, -1.828, 1.247], [4.584, -2.270, -0.162], [6.594, -2.138, 1.598], [3.116, -3.129, 2.265], [4.606, -4.087, 2.059], [4.486, -2.882, 3.379], [6.846, -3.173, 1.355], [6.795, -1.940, 2.653], [7.197, -1.465, 0.984]],
  "forces_ev_per_a": [[-0.2, 0.5, 1.3], [-1.0, 0.2, 0.9], [3.6, -0.4, -1.4], [-1.5, -0.8, -1.2], [0.0, 0.7, 3.7], [-0.8, 0.7, -0.5], [1.2, -1.0, 0.8], [0.2, 0.5, 1.0], [-0.8, 0.5, 1.0], [-0.9, 0.4, -0.4], [1.2, 0.0, -0.4], [-1.1, 0.6, 0.0], [0.9, -2.4, 0.7], [-0.5, -0.2, 0.0], [1.6, 2.7, -0.8], [-0.6, 1.8, -1.3], [-0.5, -3.2, -0.6], [-0.2, 1.2, -0.7], [-2.5, 0.0, 1.1], [0.5, -1.3, -0.9], [-1.4, 0.8, -1.5], [0.2, 0.0, 2.8], [-2.0, 1.0, -0.1], [-1.1, -0.9, 0.0], [-0.5, -1.6, 0.4], [0.3, 0.0, 0.2], [1.4, 0.7, 2.6], [1.3, -0.2, -5.0], [-2.1, 0.4, 3.3], [-2.5, 0.8, 0.1], [-0.7, -1.4, 0.4], [1.5, 0.8, 0.8], [0.1, 0.8, 1.9], [0.9, -1.0, -0.6], [-1.6, -1.8, 0.0], [0.0, 0.8, -2.6], [-0.2, 1.9, 1.3], [1.0, -0.4, -2.3], [0.2, -2.2, 1.1], [-1.2, 2.0, 0.2], [-0.6, -1.2, 2.2], [0.3, -1.9, -1.5], [-0.6, -1.0, -0.9], [-0.5, 0.4, 0.6], [-2.0, 0.4, -1.8], [1.5, 1.6, -0.4], [2.4, 0.6, -0.5], [0.1, -1.9, 1.0], [1.5, -1.8, -0.9], [1.7, 1.8, 0.2], [-2.0, 1.1, 0.6], [-0.6, -1.1, -2.3], [0.6, -1.7, 1.7], [-0.2, -1.4, -1.9], [-1.6, 1.3, 0.9], [0.6, 2.5, 0.3], [0.6, -1.6, 1.5], [-1.8, 0.3, -0.9], [-1.5, 0.0, -1.0], [-0.7, 0.3, 1.3], [1.4, -1.5, 1.0], [1.0, 2.7, 0.5], [-1.9, -0.8, 1.0], [1.4, -1.6, 0.3], [1.6, 2.0, 0.6], [2.1, 1.7, -0.3], [-1.8, 1.9, -0.1], [-0.1, -2.0, -1.2], [1.3, 2.1, 1.4], [-0.3, -2.2, -1.6], [0.3, 1.6, -2.0], [1.8, 1.0, -1.7], [-0.7, -1.1, 1.9], [0.1, -0.9, -2.3], [2.5, 0.2, 0.4], [-1.4, -0.2, 1.8], [2.7, -0.6, 0.1], [0.2, 2.4, -0.4], [2.7, -0.2, 0.2], [-0.6, 0.8, -2.1], [-2.1, 0.5, 0.5], [1.0, -2.7, 0.7], [-0.5, -0.7, -2.4], [0.0, 0.0, 0.1], [0.1, -0.2, 0.1], [0.2, -0.1, -0.3], [-0.1, -0.1, 0.1], [-0.1, 0.0, -0.1], [-0.1, 0.1, 0.0], [-0.1, 0.1, 0.0], [0.0, 0.1, 0.0], [0.0, 0.1, 0.1], [0.2, 0.1, 0.0], [-0.1, 0.0, 0.0], [-0.1, -0.1, 0.3], [-0.1, 0.4, -0.5], [-0.1, 0.0, 0.1], [0.1, 0.1, 0.1], [0.1, 0.0, 0.1], [0.0, -0.1, 0.1], [0.1, -0.1, 0.0], [0.0, -0.1, 0.0], [-0.1, -0.2, -0.1], [0.0, -0.1, 0.0], [0.2, -0.1, -0.2], [0.0, 0.1, 0.5], [0.1, -0.1, -0.1], [0.2, 0.1, -0.1], [0.0, 0.1, -0.1], [0.0, 0.0, -0.1], [-0.1, 0.1, 0.0], [-0.1, 0.0, -0.1], [-0.2, 0.0, 0.0]]
}

# 3
{
  "formula": "C2H6N3S2",
  "method": "ωB97M-V with the def2-TZVPD basis set",
  "max_force_ha_per_bohr": 0.071,
  "energy_ha": -1040.1251,
  "charge": 1,
  "symbols": ["C", "C", "N", "N", "N", "S", "S", "H", "H", "H", "H", "H", "H"],
  "coordinates": [[-0.984, 1.003, -0.530], [1.501, -0.518, 0.663], [-1.713, -0.034, -0.610], [-0.616, 1.992, -1.063], [0.364, 0.071, 0.761], [1.873, -1.368, -0.785], [2.681, -0.700, 1.933], [-1.503, -0.948, -0.152], [-2.634, 0.112, -0.893], [0.117, 2.582, -0.572], [0.882, -0.727, -1.520], [-0.032, 0.440, 1.608], [3.748, -0.959, 1.185]],
  "forces_ev_per_a": [[1.9, -1.6, -0.3], [-0.3, 0.1, 0.2], [-0.8, -3.1, 1.2], [2.2, 2.6, 1.2], [-0.6, 0.5, -0.3], [-0.4, 0.5, -1.3], [-0.5, 0.3, 0.8], [0.0, 1.5, -0.6], [-2.0, 0.2, -0.6], [-1.4, -0.4, -1.1], [0.8, -0.7, 0.4], [0.9, 0.1, 0.9], [0.1, -0.2, -0.4]]
}

# 4
{
  "formula": "BF4H14O7",
  "method": "ωB97M-V with the def2-TZVPD basis set",
  "max_force_ha_per_bohr": 0.067,
  "energy_ha": -959.4578,
  "spin_multiplicity": 2,
  "symbols": ["B", "F", "F", "F", "F", "O", "H", "H", "O", "H", "H", "O", "H", "H", "O", "H", "H", "O", "H", "H", "O", "H", "H", "O", "H", "H"],
  "coordinates": [[-0.500, -0.612, 0.125], [-1.320, -1.643, 0.606], [-0.973, -0.273, -1.123], [-0.541, 0.382, 1.048], [0.803, -1.062, -0.004], [1.424, 2.245, 0.650], [1.308, 2.517, 1.560], [1.092, 1.347, 0.624], [-0.536, -3.150, 2.636], [-0.822, -2.275, 2.375], [-1.110, -3.744, 2.152], [-0.259, -2.715, -2.971], [0.604, -3.082, -3.162], [-0.137, -2.226, -2.158], [0.807, 1.548, 3.413], [0.440, 0.926, 2.786], [1.503, 1.062, 3.854], [-2.896, 1.595, -0.064], [-3.191, 1.182, -0.875], [-2.121, 1.096, 0.192], [1.735, 0.173, -2.344], [2.380, -0.476, -2.625], [1.440, -0.137, -1.488], [0.058, 2.611, -2.001], [0.714, 3.027, -1.442], [0.096, 1.684, -1.765]],
  "forces_ev_per_a": [[-0.7, -3.4, 0.1], [-0.1, 0.1, -0.2], [-0.2, 1.3, -0.9], [-0.2, 2.1, 0.9], [1.0, 0.1, -0.2], [0.2, 0.6, -1.3], [-0.1, 0.1, 0.7], [-0.1, -0.4, 0.2], [0.4, -0.3, 0.7], [-0.1, 0.0, -0.3], [-0.1, 0.0, -0.2], [-0.1, -0.1, -0.2], [0.2, -0.1, -0.1], [-0.1, 0.2, 0.3], [0.1, 0.4, -0.1], [-0.4, -0.4, -0.1], [0.2, -0.1, 0.2], [-0.2, 0.9, 0.0], [-0.2, -0.3, -0.5], [0.6, -0.3, 0.4], [-0.2, 0.7, -0.2], [0.2, 0.0, -0.2], [0.0, -0.5, 0.4], [-1.1, 0.6, -0.5], [1.0, 0.5, 0.9], [0.0, -1.6, 0.0]]
}